Formula: C7H11N4O2S
Source: the OMol25 dataset
Level of theory: ωB97M-V/def2-TZVPD

ORCA input file:
```
! RIJCOSX wB97M-V def2-TZVPD def2/J DEFGRID3
* xyz 1 1
H 3.30 1.46 -0.94
N 3.35 0.63 -0.31
N 3.67 -0.41 -0.94
N 3.04 -1.52 -0.33
C 1.71 -1.10 0.20
N 1.40 0.22 -0.39
S 0.41 1.15 0.46
O 0.53 2.46 0.04
O 0.57 0.93 2.02
C -1.21 0.50 0.16
C -1.59 -0.80 0.42
C -2.87 -1.22 0.16
C -3.79 -0.38 -0.45
C -3.42 0.96 -0.69
C -2.14 1.40 -0.35
H 4.06 -0.40 -1.95
H 3.63 -1.98 0.40
H 1.01 -1.73 -0.20
H 1.65 -1.07 1.26
H 1.21 1.55 2.42
H -0.97 -1.50 0.98
H -2.81 -2.31 0.15
H -4.85 -0.64 -0.52
H -4.27 1.52 -1.06
H -1.63 2.28 -0.57
*
```

Computed properties:
SMILES   [H]/N=[NH+]/NCN=[S@](=O)(O)c1ccccc1
Relative energy (zero: lowest compared OMol25 entry of this formula, charge and spin)   103.31 kcal/mol
Electronic energy   -28315.209 eV

Here are the Mulliken charges for atoms 1 to 6, given in e: H 0.31; N -0.27; N 0.09; N -0.34; C -0.35; N -0.38